C44H52F3GeNO3P2SW | the ωB97M-V functional and the def2-TZVPD basis

The spin multiplicity is 3. Its largest force on an atom is 4.66 eV/Å. As for the calculated total energy: -5512.78701 a.u.

Last column: Löwdin charge in e.
Cartesian coordinates (Å):
W  0.6205  0.1802  0.6632  1.305
C  -0.6437  4.8589  -1.3148  -0.105
C  -0.7833  3.4909  -0.6547  -0.500
C  -1.9672  2.7178  -1.2461  -0.101
P  0.7304  2.4586  -0.5379  1.079
C  1.8478  2.5013  -1.9977  -0.500
C  1.7633  3.6915  -2.9560  -0.103
C  3.3094  2.3060  -1.5635  -0.110
C  1.6045  3.3476  0.8045  -0.281
C  2.4928  4.4090  0.7301  -0.086
C  3.1351  4.8690  1.8745  -0.081
C  2.8791  4.2487  3.0913  -0.072
C  1.9538  3.2210  3.1801  -0.035
C  1.2916  2.7818  2.0381  -0.331
N  0.2705  1.7864  2.0425  -0.172
C  -0.6940  1.8796  3.0431  -0.294
C  -0.9766  3.0860  3.7305  -0.026
C  -1.9493  3.1278  4.7062  -0.081
C  -2.6999  1.9980  5.0275  -0.091
C  -2.4631  0.8330  4.3203  -0.095
C  -1.4786  0.7740  3.3404  -0.322
P  -1.0905  -0.6924  2.3719  1.056
C  -2.6890  -1.3069  1.7010  -0.509
C  -3.5019  -2.2443  2.5930  -0.097
C  -3.5577  -0.1237  1.2524  -0.099
C  -0.6397  -1.8619  3.7327  -0.501
C  0.4929  -1.2624  4.5760  -0.088
C  -0.2492  -3.2561  3.2231  -0.096
H  -1.5307  5.4486  -1.0721  0.084
H  0.2265  5.4100  -0.9503  0.069
H  -0.5829  4.7855  -2.3985  0.063
H  -0.9820  3.6553  0.4076  0.104
H  -1.7438  2.3427  -2.2511  0.078
H  -2.2194  1.8678  -0.6222  0.020
H  -2.8432  3.3696  -1.3103  0.085
H  1.5439  1.6096  -2.5467  0.075
H  1.8893  4.6505  -2.4511  0.064
H  2.5740  3.5964  -3.6842  0.084
H  0.8267  3.7091  -3.5116  0.067
H  3.7697  3.2574  -1.2952  0.069
H  3.4181  1.6309  -0.7208  0.052
H  3.8697  1.8848  -2.4046  0.090
H  2.6845  4.8954  -0.2199  0.096
H  3.8357  5.6923  1.8134  0.101
H  3.3954  4.5789  3.9857  0.106
H  1.7430  2.7548  4.1352  0.124
H  -0.4264  3.9850  3.4889  0.109
H  -2.1300  4.0611  5.2285  0.105
H  -3.4459  2.0294  5.8117  0.099
H  -3.0429  -0.0549  4.5497  0.098
H  -2.3916  -1.8542  0.8065  0.064
H  -3.9227  -1.7208  3.4552  0.070
H  -4.3375  -2.6357  2.0067  0.085
H  -2.9323  -3.0985  2.9550  0.057
H  -3.9963  0.3864  2.1114  0.076
H  -2.9820  0.6131  0.6951  0.034
H  -4.3693  -0.4840  0.6139  0.090
H  -1.5346  -1.9365  4.3533  0.099
H  1.3668  -1.0360  3.9710  0.054
H  0.1809  -0.3475  5.0771  0.073
H  0.8042  -1.9838  5.3365  0.088
H  0.6864  -3.2267  2.6762  0.050
H  -0.1136  -3.9309  4.0724  0.089
H  -1.0085  -3.6891  2.5675  0.049
F  1.9588  -0.0463  -0.8917  -0.511
C  4.1749  -1.2152  0.2819  -0.315
F  4.8148  -2.3393  0.0264  0.106
F  4.9938  -0.3808  0.9074  0.104
S  2.6705  -1.4573  1.3634  0.564
O  1.3422  -1.8511  0.7807  -0.460
O  3.1081  -2.3385  2.3863  -0.231
O  2.3940  -0.0559  1.7957  -0.426
C  -0.7617  -0.2867  -0.6314  -0.386
Ge  -0.1196  -1.7435  -1.8648  0.955
C  1.4008  -2.9490  -2.1230  -0.253
C  1.1385  -4.3102  -2.3157  -0.092
C  2.1460  -5.1953  -2.6864  -0.081
C  3.4402  -4.7418  -2.8907  -0.089
C  3.7208  -3.3950  -2.7102  -0.088
C  2.7152  -2.5145  -2.3276  -0.142
C  -0.2182  -0.7824  -3.5803  -0.246
C  -1.4379  -0.2693  -4.0428  -0.125
C  -1.5118  0.5258  -5.1810  -0.094
C  -0.3561  0.8475  -5.8795  -0.098
C  0.8680  0.3656  -5.4319  -0.087
C  0.9325  -0.4392  -4.2971  -0.105
C  -1.6036  -3.0159  -1.6206  -0.284
C  -2.7562  -3.0948  -2.4043  -0.089
C  -3.8130  -3.9315  -2.0485  -0.085
C  -3.7358  -4.7072  -0.9006  -0.092
C  -2.5911  -4.6541  -0.1116  -0.091
C  -1.5463  -3.8129  -0.4679  -0.149
H  -1.7991  -0.1892  -0.9438  -0.012
H  0.1376  -4.6951  -2.1838  0.086
H  1.9095  -6.2437  -2.8261  0.102
H  4.2218  -5.4299  -3.1888  0.101
H  4.7289  -3.0237  -2.8636  0.105
H  2.9646  -1.4717  -2.1741  0.075
H  -2.3543  -0.4851  -3.5034  0.084
H  -2.4715  0.9005  -5.5183  0.100
H  -0.4088  1.4725  -6.7635  0.099
H  1.7784  0.6187  -5.9650  0.102
H  1.8988  -0.8038  -3.9753  0.083
H  -2.8321  -2.5159  -3.3178  0.083
H  -4.6958  -3.9809  -2.6760  0.101
H  -4.5597  -5.3536  -0.6233  0.100
H  -2.5164  -5.2686  0.7789  0.104
H  -0.6570  -3.7769  0.1578  0.098

=====

C6H9NS | the ωB97M-V functional and the def2-TZVPD basis

Its largest force on an atom is 2.06 eV/Å. As for the calculated total energy: -686.91201 a.u. As for the SMILES: C[C@@H]1CC(=S)N2C[C@H]12. The calculation puts the energy relative to the best compared isomer or geometry (same formula, charge and spin) at 1.3826 eV.

Last column: Löwdin charge in e.
Cartesian coordinates (Å):
C  0.3250  0.3656  1.9192  -0.066
C  0.6837  0.4374  0.4352  -0.317
C  -0.3300  1.2279  -0.4396  -0.152
C  -0.4864  0.4380  -1.7518  -0.846
S  -1.2810  0.9509  -3.0408  0.725
N  0.1185  -0.8186  -1.6259  -0.044
C  -0.5221  -1.6192  -0.5588  -0.060
C  0.7503  -0.9251  -0.2990  -0.212
H  0.3254  1.3440  2.3904  0.075
H  -0.6713  -0.1452  2.0325  0.093
H  1.0286  -0.2751  2.4615  0.076
H  1.6390  0.9478  0.2894  0.134
H  -0.0002  2.2368  -0.6244  0.106
H  -1.3253  1.2809  0.0215  0.119
H  -0.5005  -2.7011  -0.7772  0.119
H  -1.4548  -1.2911  -0.1849  0.106
H  1.7012  -1.4541  -0.2472  0.144

=====

C9H9BeN2O5S | the ωB97M-V functional and the def2-TZVPD basis

Its largest force on an atom is 4.14 eV/Å. As for the calculated total energy: -1246.75712 a.u. As for the charge: +1. The calculation puts the energy relative to the best compared isomer or geometry (same formula, charge and spin) at 0.0000 eV.

Last column: Löwdin charge in e.
Cartesian coordinates (Å):
O  -1.8217  -1.2443  -5.5702  0.095
C  -1.7738  -0.5480  -4.6631  0.064
Be  0.1479  0.2730  -1.5067  -0.257
O  0.6928  -0.7922  -3.9524  0.026
C  0.4402  0.2114  -3.3325  -0.397
C  1.8812  0.1509  -1.0692  0.118
O  2.9724  0.0343  -0.7171  0.231
C  -0.6297  1.8859  -1.6044  0.037
O  -1.3183  2.8020  -1.7054  0.228
C  0.3020  1.6031  -3.9770  -0.273
O  1.2812  2.2293  -4.3374  0.098
H  -0.7821  1.9073  -4.1398  0.127
S  -1.1163  -1.0028  -0.6405  0.866
C  -0.5583  -0.7599  1.0033  -0.682
N  -0.3519  -1.8276  1.7754  0.042
C  0.3806  -1.7184  3.0390  -0.139
C  -0.0668  -0.4563  3.7354  -0.153
C  0.1060  0.7605  2.8537  -0.139
N  -0.3506  0.4773  1.4839  0.037
H  -0.4275  -2.7184  1.2874  0.149
H  1.4628  -1.7156  2.8567  0.138
H  0.1204  -2.6029  3.6140  0.135
H  0.5048  -0.3319  4.6594  0.134
H  -1.1291  -0.5336  3.9921  0.134
H  1.1598  1.0586  2.7854  0.131
H  -0.4791  1.6045  3.2344  0.137
H  -0.6473  1.2539  0.8956  0.116

=====

C5H6Cl2F2 | the ωB97M-V functional and the def2-TZVPD basis

Its largest force on an atom is 2.81 eV/Å. As for the calculated total energy: -1314.20237 a.u. As for the SMILES: C[C@@H]1CC(Cl)(Cl)C1(F)F. The calculation puts the energy relative to the best compared isomer or geometry (same formula, charge and spin) at 0.0000 eV.

Last column: Löwdin charge in e.
Cartesian coordinates (Å):
C  0.8928  0.0359  -0.8261  -0.036
C  -0.4628  0.5345  -0.2550  -0.182
C  -1.1911  -0.1243  0.9765  -0.163
C  -2.5182  -0.1398  0.2891  -0.990
Cl  -3.5946  -1.6490  0.1906  0.577
Cl  -3.5085  1.2812  0.8386  0.649
C  -1.8194  0.2133  -1.0533  -0.577
F  -2.3325  1.2279  -1.7364  0.095
F  -1.6187  -0.8106  -1.9247  0.083
H  0.9044  -1.0670  -0.8119  0.083
H  1.7446  0.3438  -0.2906  0.049
H  1.1027  0.3343  -1.8931  0.100
H  -0.5271  1.5748  -0.1994  0.114
H  -0.9530  -1.0703  1.3543  0.103
H  -1.2982  0.6532  1.7400  0.095

=====

C4H9N2 | the ωB97M-V functional and the def2-TZVPD basis

Its largest force on an atom is 3.75 eV/Å. As for the calculated total energy: -267.00851 a.u. As for the SMILES: [NH3+]C1=CNCC1. As for the charge: +1. The calculation puts the energy relative to the best compared isomer or geometry (same formula, charge and spin) at 2.4700 eV.

Last column: Löwdin charge in e.
Cartesian coordinates (Å):
N  2.0183  0.2961  0.1052  0.248
C  0.5630  0.3502  -0.1247  -0.263
C  -0.3847  1.3048  0.2042  -0.062
N  -1.6956  0.8997  0.2288  0.011
C  -1.6948  -0.5247  -0.0637  -0.140
C  -0.1615  -0.9954  -0.2024  -0.115
H  2.1292  -0.4506  -0.5544  0.162
H  2.1993  0.1074  1.0951  0.187
H  2.3436  1.1819  -0.2068  0.161
H  -0.1627  2.4045  0.3193  0.153
H  -2.3816  1.5619  -0.0557  0.139
H  -2.1658  -0.5515  -1.0303  0.114
H  -2.1650  -1.2321  0.6616  0.132
H  0.1874  -1.6914  0.7125  0.153
H  -0.1481  -1.6217  -1.1317  0.119

=====

C2H2F3NO | the ωB97M-V functional and the def2-TZVPD basis

Its largest force on an atom is 2.32 eV/Å. As for the calculated total energy: -506.83091 a.u. The calculation puts the energy relative to the best compared isomer or geometry (same formula, charge and spin) at 5.5283 eV.

Last column: Löwdin charge in e.
Cartesian coordinates (Å):
C  0.0747  -0.0204  -1.0108  -0.049
C  0.4791  0.8821  0.0977  -0.314
N  -1.1992  -1.5925  1.3938  0.079
O  -1.2140  -2.7530  1.4318  -0.013
F  -1.2537  -0.1031  -1.1608  0.013
F  1.4639  1.7256  -0.4325  -0.015
F  1.1454  0.1312  1.1164  -0.021
H  0.7416  0.0251  -1.9073  0.136
H  -0.2376  1.7050  0.4718  0.184

=====

C5H4Br2OS | the ωB97M-V functional and the def2-TZVPD basis

Its largest force on an atom is 3.34 eV/Å. As for the calculated total energy: -5814.36854 a.u. As for the SMILES: Cc1sc(Br)c(Br)c1O. The calculation puts the energy relative to the best compared isomer or geometry (same formula, charge and spin) at 0.0000 eV.

Last column: Löwdin charge in e.
Cartesian coordinates (Å):
C  -1.8414  -0.8918  -0.7869  -0.084
C  -0.4648  -0.4767  -0.3997  -0.537
S  0.9256  -1.4168  -0.8878  0.990
C  2.0304  -0.3790  -0.0335  -1.102
Br  3.8676  -0.7556  -0.0634  0.715
C  1.4116  0.6506  0.5780  -0.736
Br  2.1727  2.0008  1.6430  0.782
C  -0.1232  0.5909  0.3522  -0.381
O  -0.9610  1.5046  0.8675  0.049
H  -1.9781  -0.8449  -1.8664  0.080
H  -2.0346  -1.9140  -0.4611  0.079
H  -2.5562  -0.2253  -0.3083  0.082
H  -0.4485  2.1573  1.3663  0.063

=====

C5H13NO2 | the ωB97M-V functional and the def2-TZVPD basis

Its largest force on an atom is 1.51 eV/Å. As for the calculated total energy: -403.51105 a.u. As for the SMILES: CCCNCC=O.O. The calculation puts the energy relative to the best compared isomer or geometry (same formula, charge and spin) at 1.7839 eV.

Last column: Löwdin charge in e.
Cartesian coordinates (Å):
C  -2.1468  1.2715  -0.0470  -0.093
C  -1.6363  0.2470  0.9733  -0.246
C  -1.5512  -1.1778  0.4136  -0.247
N  -0.5276  -1.3866  -0.5968  -0.078
C  0.7838  -0.7725  -0.4570  -0.186
C  1.0653  0.2847  -1.4907  -0.246
O  2.1179  0.8718  -1.5116  0.040
H  -2.4132  2.1796  0.4943  0.073
H  -3.0626  0.9245  -0.4996  0.066
H  -1.4591  1.4223  -0.8768  0.055
H  -2.3434  0.1534  1.7894  0.103
H  -0.7010  0.5953  1.3765  0.087
H  -2.5232  -1.3930  -0.0300  0.109
H  -1.4412  -1.8762  1.2630  0.110
H  -0.5352  -2.3205  -0.9649  0.105
H  1.5469  -1.5540  -0.5611  0.131
H  0.9505  -0.4064  0.5628  0.123
H  0.3217  0.5182  -2.2739  0.121
O  4.4571  0.9661  1.1527  -0.068
H  5.3142  0.7179  0.7810  0.037
H  3.7835  0.7348  0.5027  0.004

=====

C5H11O3 | the ωB97M-V functional and the def2-TZVPD basis

The spin multiplicity is 2. Its largest force on an atom is 4.45 eV/Å. As for the calculated total energy: -422.69196 a.u. The calculation puts the energy relative to the best compared isomer or geometry (same formula, charge and spin) at 2.1906 eV.

Last column: Löwdin charge in e.
Cartesian coordinates (Å):
C  0.1210  -1.9416  0.3615  -0.187
O  0.1892  -2.8162  -0.7978  -0.077
C  -1.2881  -1.1579  0.6157  -0.117
C  -1.3029  0.4490  0.6714  -0.167
C  -0.1001  1.0298  0.0460  -0.038
C  0.1628  2.3152  0.2797  -0.325
O  0.9325  2.9163  -0.4192  0.076
H  0.3028  -2.7615  1.0325  0.110
H  0.8165  -1.1474  0.3558  0.071
H  -1.4501  -1.6075  1.5730  0.082
H  -2.0839  -1.3627  -0.0606  0.086
H  -2.3507  0.7862  0.4038  0.139
H  -1.3534  0.6796  1.7608  0.120
H  0.3034  0.5508  -0.8091  0.107
H  0.1360  -2.3902  -1.6402  0.062
H  -0.2007  2.8174  1.0773  0.100
H  2.7480  1.0023  -0.8511  0.036
H  1.7940  1.5481  -1.7923  -0.021
O  2.6236  1.0904  -1.8073  -0.058

=====

Q: The highest calculated total energy belongs to which entry?
A: C4H9N2

=====

Q: What is the formula in the sixth record?
A: C2H2F3NO

=====

Q: What is the formula in the seventh record?
A: C5H4Br2OS